DFT (ωB97M-V/def2-TZVPD) results for C11H24Al2CaClFIKN2NbO13S as an isolated structure at a distorted geometry.

Its multiplicity is 1. For the HOMO-LUMO gap, the calculation gives 2.2 eV. The calculation puts the maximum force at 0.0904 hartree/bohr. As for the total charge: +3.

The geometry in XYZ format:
```
59
Properties=species:S:1:pos:R:3:forces:R:3:lowdin_charge:R:1
C 3.447744 -3.119209 2.145506 0.194 -0.685 0.289 -0.121
C 3.828300 -3.241008 0.652729 0.946 -2.061 -0.987 -0.466
C 4.397785 -4.697972 0.253664 0.096 1.173 0.569 -0.014
N 3.879629 -2.383182 -0.297849 -1.115 1.412 2.616 -0.115
Nb 2.666807 -0.688505 -0.278840 3.017 -2.281 -2.700 1.290
C 4.528701 0.464757 0.461206 1.499 -0.989 0.495 -0.348
C 5.846013 -0.235632 0.033234 -2.109 1.363 -3.114 -0.790
O 6.177958 -0.511470 -1.139206 0.069 -0.394 3.614 -0.157
I 7.279982 -0.752649 1.645610 -0.241 0.079 0.142 0.949
H 3.104683 -4.125002 2.527308 0.452 1.094 -0.325 0.118
H 4.373519 -2.819815 2.730188 -0.961 -0.391 -0.584 0.092
H 2.616560 -2.393724 2.375210 0.889 -1.320 -0.809 -0.112
H 3.992219 -5.029298 -0.730527 0.166 0.187 0.906 0.102
H 5.511774 -4.508391 0.090037 -0.874 -0.424 0.231 0.024
H 4.285549 -5.438733 1.080593 0.138 0.423 -0.932 0.094
H 3.167614 -0.316228 -2.012577 -0.826 0.474 0.094 0.006
H 1.142307 -1.535873 -0.892310 -0.687 0.469 0.041 -0.120
H 2.092132 -0.875783 1.462452 -0.853 0.603 0.488 -0.221
H 1.797026 0.901450 -0.280325 -0.327 0.326 0.598 -0.076
H 4.466403 1.541320 0.147340 0.291 -0.758 0.173 0.097
H 4.462123 0.445290 1.598704 0.217 0.555 -1.040 -0.035
Al -0.639949 -0.031250 0.063005 -0.321 0.908 0.744 1.004
C 2.255628 2.617354 -4.915339 0.370 -0.029 -1.152 -0.016
C 1.884527 2.200576 -3.487270 -0.520 -0.179 1.823 -0.640
O 1.950914 0.969811 -3.246899 0.229 -0.173 -0.460 -0.004
O 1.561003 3.137579 -2.751652 0.106 0.102 -0.411 0.154
H 2.529371 1.754261 -5.523216 -0.047 -0.059 0.196 0.101
H 1.405075 3.114653 -5.379917 0.751 -0.703 1.887 -0.068
H 3.100758 3.306995 -4.891369 -0.109 0.035 0.188 0.113
O -2.778207 -2.640759 1.380106 1.333 0.469 0.141 0.108
H -3.418482 -2.402282 0.676353 -0.773 0.071 -0.280 -0.048
F 5.195765 2.153572 2.137020 -0.036 -0.779 -0.107 -0.508
K 0.701929 3.837665 -7.007235 -0.934 0.914 -1.748 1.065
C -6.068431 1.310761 2.140732 -0.294 0.035 -0.292 -0.191
C -7.136418 0.245369 1.875752 0.111 -0.005 0.307 -0.194
C -6.910382 -0.293680 0.459552 -0.656 -0.412 0.206 -0.189
S -5.160862 -0.091367 0.126898 -0.729 1.398 0.255 0.745
O -4.998696 0.862619 -0.936254 0.347 -0.647 -0.124 -0.281
O -4.523290 -1.404806 0.088518 0.319 -0.260 -0.472 -0.324
C -4.750938 0.703304 1.676110 -0.016 0.243 0.691 -0.229
H -6.027208 1.590496 3.194208 0.077 -0.031 -0.074 0.131
H -6.291309 2.210169 1.560366 0.065 -0.010 0.059 0.130
H -7.027939 -0.566166 2.600372 -0.019 0.040 -0.054 0.125
H -8.144133 0.647992 1.983732 0.048 -0.072 -0.085 0.129
H -7.174739 -1.347796 0.380362 0.081 0.059 -0.154 0.113
H -7.460386 0.283260 -0.283913 0.270 -0.007 -0.116 0.119
H -3.965777 1.442770 1.516892 -0.124 -0.200 -0.234 0.097
H -4.406230 -0.069876 2.367985 -0.118 0.056 -0.186 0.104
Ca 7.549711 -2.780420 -0.486228 -0.620 0.866 -0.421 1.407
O -2.859600 2.952260 -0.640559 0.428 -0.018 -0.547 -0.307
Cl -2.575750 3.373990 -1.993904 -1.420 -0.455 0.842 0.668
O -2.120601 2.227719 -2.762652 0.424 0.151 0.078 -0.295
O -1.529220 4.370157 -1.974958 0.355 -0.046 -0.427 -0.215
O -3.760458 3.918678 -2.597523 0.738 -0.013 0.133 -0.219
N -1.035548 0.579858 2.442764 -0.687 -2.306 3.764 -0.647
O -0.594069 1.486018 1.738275 1.357 0.948 -3.511 -0.052
O -2.185774 0.170587 2.271191 0.107 -0.268 -0.803 -0.026
O -0.317756 0.057052 3.309603 0.463 0.045 -0.231 -0.032
Al 2.662639 -0.577465 3.316943 -0.535 1.478 0.807 0.975
```
Positions in Å, forces in eV/Å.